i) # CH2N2OS

A 2-piece molecular cluster, CH2N2OS overall (ωB97M-V with the def2-TZVPD basis set, the Open Molecules 2025 dataset).

Geometry as XYZ:
```
7
Properties=species:S:1:pos:R:3:nbo_charge:R:1
S -1.341 1.142 -1.370 0.00
O -1.504 0.961 1.145 -0.26
N -1.866 0.549 0.075 -0.11
N 0.651 0.121 1.403 -0.33
C 1.361 0.532 0.635 0.08
H -2.070 -0.472 0.060 0.37
H 2.046 1.038 -0.091 0.25
```

Computed properties:
2S+1 = 1
gap between HOMO and LUMO (alpha / beta) = 8.42 / 8.41 eV
LUMO level (alpha / beta) = -1.13 / -1.13 eV
HOMO energy (alpha / beta) = -9.5 / -9.5 eV
structure (SMILES) = [O-][NH+]=S.C#N


ii) # CH2N2OS

A single CH2N2OS molecule (ωB97M-V with the def2-TZVPD basis set, the Open Molecules 2025 dataset).

Geometry as XYZ:
```
7
Properties=species:S:1:pos:R:3:nbo_charge:R:1
S -0.283 0.457 0.898 1.48
O -1.191 -0.482 1.476 -0.89
N 0.978 -0.476 0.218 -1.06
N -1.526 0.734 -1.805 -0.30
C -1.006 0.545 -0.829 -0.04
H 1.697 -0.531 0.861 0.38
H 1.331 -0.247 -0.819 0.43
```

Computed properties:
2S+1 = 1
gap between HOMO and LUMO = 10.48 eV
LUMO level = -0.32 eV
HOMO energy = -10.8 eV


Energetically preferred structure: ii) | next structure: +0.0558 hartree


i) # C2H4N2OS

A single C2H4N2OS molecule (ωB97M-V with the def2-TZVPD basis set, the Open Molecules 2025 dataset).

Geometry as XYZ:
```
10
Properties=species:S:1:pos:R:3:nbo_charge:R:1
S 1.699 -0.623 -0.315 0.34
O -0.190 1.094 -0.354 -0.48
N 0.092 -1.100 0.177 -0.80
N -2.071 -0.201 -0.257 -0.72
C -0.823 -0.110 -0.180 0.67
C 1.117 1.061 0.123 -0.19
H 1.720 1.816 -0.389 0.22
H -0.234 -2.082 -0.079 0.42
H 1.137 1.194 1.174 0.19
H -2.447 -1.050 0.100 0.35
```

Computed properties:
2S+1 = 1
gap between HOMO and LUMO = 9.06 eV
LUMO level = 0.36 eV
HOMO energy = -8.7 eV
structure (SMILES) = [H]/N=C1\NSCO1


ii) # C2H4N2OS

A 2-piece molecular cluster, C2H4N2OS overall (ωB97M-V with the def2-TZVPD basis set, the Open Molecules 2025 dataset).

Geometry as XYZ:
```
10
Properties=species:S:1:pos:R:3:nbo_charge:R:1
S -1.934 0.562 -0.504 -0.08
O -0.453 2.639 -0.058 -0.38
N -0.609 1.419 0.142 0.20
N 0.244 0.777 0.880 -0.59
C 0.240 -2.124 -0.486 -0.27
C 0.375 -1.126 -1.103 -0.22
H 1.018 1.256 1.434 0.41
H 0.106 -2.937 0.166 0.24
H 0.710 -0.159 -1.489 0.25
H 0.304 -0.307 1.018 0.46
```

Computed properties:
2S+1 = 1
gap between HOMO and LUMO (alpha / beta) = 8.29 / 8.29 eV
LUMO level (alpha / beta) = -0.38 / -0.38 eV
HOMO energy (alpha / beta) = -8.7 / -8.7 eV
structure (SMILES) = N[N+]([O-])=S.C#C


iii) # C2H4N2OS

A single C2H4N2OS molecule (ωB97M-V with the def2-TZVPD basis set, the Open Molecules 2025 dataset).

Geometry as XYZ:
```
10
Properties=species:S:1:pos:R:3:nbo_charge:R:1
S 2.863 0.856 -0.021 -0.06
O 1.147 -1.070 0.464 -0.65
N -1.044 0.395 -0.675 -0.25
N -1.388 -0.547 0.383 -0.72
C 1.406 0.115 0.081 0.16
C 0.225 0.687 -0.735 0.01
H 0.563 1.501 -1.432 0.23
H -2.408 -0.804 0.073 0.41
H -1.443 0.014 1.280 0.38
H 0.079 -1.146 0.582 0.50
```

Computed properties:
2S+1 = 1
gap between HOMO and LUMO = 8.41 eV
LUMO level = -0.48 eV
HOMO energy = -8.9 eV
structure (SMILES) = N/N=C\C(O)=S


Energetically preferred structure: i) | next structure: +0.0386 hartree


i) # C2H4O3

A 2-piece molecular cluster, C2H4O3 overall (ωB97M-V with the def2-TZVPD basis set, the Open Molecules 2025 dataset).

Geometry as XYZ:
```
9
Properties=species:S:1:pos:R:3:nbo_charge:R:1
O 1.329 -1.675 -0.325 -0.70
O 1.764 0.617 -0.665 -0.26
O 1.473 0.454 0.749 -0.27
C 0.992 -0.388 -0.159 0.73
C -1.724 0.715 -0.056 -0.54
H -2.235 -0.318 -0.017 0.18
H 1.800 -2.043 0.472 0.50
H -1.358 1.235 0.837 0.18
H -2.042 1.403 -0.836 0.17
```

Computed properties:
2S+1 = 1
gap between HOMO and LUMO (alpha / beta) = 8.74 / 9.42 eV
LUMO level (alpha / beta) = -0.31 / 0.18 eV
HOMO energy (alpha / beta) = -9.0 / -9.2 eV


ii) # C2H4O3

A single C2H4O3 molecule (ωB97M-V with the def2-TZVPD basis set, the Open Molecules 2025 dataset).

Geometry as XYZ:
```
9
Properties=species:S:1:pos:R:3:nbo_charge:R:1
O -1.723 0.317 -0.079 -0.74
O 1.935 -0.084 -0.047 -0.68
O 0.516 1.655 0.028 -0.56
C 0.680 0.480 -0.073 0.77
C -0.555 -0.477 0.062 -0.19
H 1.885 -1.078 -0.151 0.49
H -0.691 -1.325 -0.695 0.21
H -0.472 -0.819 1.123 0.20
H -1.575 1.330 -0.166 0.51
```

Computed properties:
2S+1 = 1
gap between HOMO and LUMO = 11.07 eV
LUMO level = 0.42 eV
HOMO energy = -10.6 eV
structure (SMILES) = O=C(O)CO


iii) # C2H4O3

C2H4O3 as an isolated structure (ωB97M-V with the def2-TZVPD basis set, the Open Molecules 2025 dataset).

Geometry as XYZ:
```
9
Properties=species:S:1:pos:R:3:nbo_charge:R:1
O 0.627 1.238 0.017 -0.67
O 1.581 -0.789 -0.143 -0.56
O -1.839 0.085 -0.245 -0.68
C -0.815 -0.670 0.227 -0.15
C 0.589 -0.108 0.031 0.74
H -1.363 1.253 0.138 0.47
H -0.623 -1.612 -0.547 0.23
H 1.227 1.671 0.254 0.46
H -0.847 -0.919 1.581 0.17
```

Computed properties:
2S+1 = 1
gap between HOMO and LUMO = 10.49 eV
LUMO level = 0.24 eV
HOMO energy = -10.2 eV


Energetically preferred structure: ii) | next structure: +0.1459 hartree


i) # C15H21N3O2S

A single C15H21N3O2S molecule (ωB97M-V with the def2-TZVPD basis set, the Open Molecules 2025 dataset).

Geometry as XYZ:
```
42
Properties=species:S:1:pos:R:3:nbo_charge:R:1
S -2.163 -4.814 1.986 -0.25
O 2.848 0.931 0.304 -0.73
O 0.800 1.257 -1.870 -0.56
N 0.692 -3.570 -0.254 -0.28
N -0.079 -4.524 0.323 -0.39
N -0.842 -2.630 1.018 -0.41
C 0.769 -1.107 -0.181 -0.47
C -1.036 -3.994 1.125 0.22
C -2.136 -0.578 0.976 -0.17
C -1.596 -1.643 1.686 0.12
C 0.487 3.691 -1.704 -0.42
C -0.479 3.763 -2.880 -0.61
C 2.201 -1.197 -0.707 -0.42
C 2.180 1.035 -2.005 -0.08
C -3.079 0.281 3.009 -0.20
C -1.805 -1.752 3.055 -0.19
C 2.841 0.185 -0.898 0.08
C 0.224 -2.440 0.164 0.39
C -2.550 -0.789 3.710 -0.20
C -2.871 0.384 1.644 -0.22
C 0.430 2.326 -1.012 -0.07
H -1.996 -0.513 -0.092 0.21
H 2.725 1.984 -2.060 0.18
H -0.602 2.110 -0.719 0.18
H 1.504 3.879 -2.054 0.20
H 0.243 4.457 -0.966 0.21
H 1.060 2.328 -0.118 0.20
H -3.659 1.032 3.525 0.22
H -3.291 1.212 1.092 0.22
H 2.208 -1.731 -1.655 0.23
H 2.305 0.502 -2.952 0.19
H 3.883 0.028 -1.231 0.17
H 0.151 -0.642 -0.951 0.26
H -2.717 -0.877 4.773 0.22
H -1.506 3.665 -2.535 0.20
H -0.273 2.955 -3.577 0.21
H 3.285 0.411 0.988 0.47
H 2.807 -1.771 -0.001 0.21
H -0.379 4.711 -3.403 0.21
H -1.394 -2.591 3.595 0.24
H 0.730 -0.463 0.702 0.24
H 0.079 -5.502 0.151 0.43
```

Computed properties:
2S+1 = 1
gap between HOMO and LUMO = 8.34 eV
LUMO level = 0.52 eV
HOMO energy = -7.8 eV
structure (SMILES) = CCCOC[C@@H](O)CCc1n[nH]c(=S)n1-c1ccccc1


ii) # C15H21N3O2S

A single C15H21N3O2S molecule (ωB97M-V with the def2-TZVPD basis set, the Open Molecules 2025 dataset).

Geometry as XYZ:
```
42
Properties=species:S:1:pos:R:3:nbo_charge:R:1
S -1.122 -1.986 -1.523 -0.23
O 3.799 2.508 -0.043 -0.67
O 4.094 1.502 -2.050 -0.53
N 2.473 0.786 -0.672 -0.45
N -0.314 0.462 -0.954 -0.44
N -1.991 -0.364 0.392 -0.60
C 1.611 0.922 0.477 -0.23
C -6.195 -1.015 2.816 -0.63
C 6.484 1.737 -1.619 -0.64
C -2.856 -1.264 1.026 0.15
C 5.243 2.317 -2.280 -0.07
C 1.955 -0.099 -1.691 -0.23
C 0.211 1.381 0.038 -0.23
C -4.922 -1.566 2.249 -0.02
C -4.618 -2.916 2.390 -0.23
C -1.125 -0.591 -0.637 0.30
C 0.559 0.375 -2.107 -0.24
C -3.443 -3.425 1.870 -0.19
C 3.481 1.674 -0.859 0.89
C -2.554 -2.609 1.194 -0.23
C -4.033 -0.751 1.569 -0.21
H 0.624 1.372 -2.555 0.20
H 5.350 2.346 -3.367 0.19
H -0.432 1.438 0.916 0.21
H 2.629 -0.108 -2.544 0.24
H 0.279 2.375 -0.416 0.21
H 6.357 1.730 -0.539 0.22
H 0.123 -0.322 -2.824 0.26
H -3.209 -4.471 1.994 0.21
H -4.255 0.302 1.451 0.19
H -2.212 0.606 0.577 0.39
H -6.301 -1.300 3.861 0.22
H 1.879 -1.110 -1.276 0.21
H -7.050 -1.416 2.274 0.22
H 6.654 0.719 -1.963 0.21
H -5.305 -3.564 2.915 0.21
H 7.348 2.346 -1.868 0.22
H -1.638 -3.015 0.799 0.24
H 2.060 1.650 1.155 0.25
H 1.532 -0.050 0.978 0.20
H -6.220 0.070 2.744 0.21
H 5.047 3.324 -1.897 0.20
```

Computed properties:
2S+1 = 1
gap between HOMO and LUMO = 8.60 eV
LUMO level = 0.59 eV
HOMO energy = -8.0 eV
structure (SMILES) = CCOC(=O)N1CCN(C(=S)Nc2cccc(C)c2)CC1


Energetically preferred structure: ii) | next structure: +0.0463 hartree


i) # C5H6N2

A 2-piece molecular cluster, C5H6N2 overall (ωB97M-V with the def2-TZVPD basis set, the Open Molecules 2025 dataset).

Geometry as XYZ:
```
13
Properties=species:S:1:pos:R:3:nbo_charge:R:1
N -0.925 -1.390 -0.182 -0.35
N 2.328 -1.182 -1.176 -0.34
C 1.444 1.736 -1.601 -0.25
C 1.339 -1.148 -0.613 0.20
C -2.044 -0.812 0.180 -0.25
C 2.594 1.908 -1.300 -0.21
C 0.278 -1.063 0.260 -0.30
H -2.042 -0.154 1.098 0.19
H 3.557 2.185 -0.959 0.23
H 0.491 1.324 -1.769 0.22
H -2.975 -1.136 -0.215 0.19
H -1.036 -2.019 -0.939 0.42
H 0.348 -0.347 1.097 0.23
```

Computed properties:
2S+1 = 1
gap between HOMO and LUMO = 7.82 eV
LUMO level = 0.11 eV
HOMO energy = -7.7 eV


ii) # C5H6N2

A single C5H6N2 molecule (ωB97M-V with the def2-TZVPD basis set, the Open Molecules 2025 dataset).

Geometry as XYZ:
```
13
Properties=species:S:1:pos:R:3:nbo_charge:R:1
N -0.419 -1.290 -1.858 -0.43
N -0.031 0.421 -0.499 -0.35
C 0.392 0.158 1.483 -0.42
C 0.096 1.399 0.560 -0.20
C -0.012 -1.790 -0.624 -0.12
C -0.474 0.013 -1.779 0.15
C 0.230 -0.717 0.257 0.10
H -0.679 0.605 -2.572 0.19
H -0.464 -0.103 2.183 0.22
H -0.869 1.882 0.822 0.21
H 1.312 0.163 2.141 0.23
H 0.943 2.116 0.330 0.21
H -0.024 -2.858 -0.444 0.21
```

Computed properties:
2S+1 = 1
gap between HOMO and LUMO = 9.33 eV
LUMO level = 0.88 eV
HOMO energy = -8.4 eV
structure (SMILES) = c1ncn2c1CC2


Energetically preferred structure: ii) | next structure: +0.1168 hartree


i) # C5H6N2

A single C5H6N2 molecule (ωB97M-V with the def2-TZVPD basis set, the Open Molecules 2025 dataset).

Geometry as XYZ:
```
13
Properties=species:S:1:pos:R:3:nbo_charge:R:1
N -0.976 -0.958 -0.668 -0.22
N -0.599 0.404 -0.837 -0.24
C 2.620 -0.938 0.045 -0.20
C 1.701 -0.222 -0.170 -0.06
C -0.360 1.217 0.420 -0.29
C 0.716 0.726 -0.560 -0.15
C -1.943 -1.014 0.126 -0.11
H -0.325 0.704 1.321 0.21
H 1.047 1.381 -1.354 0.23
H -0.632 2.305 0.456 0.22
H -2.264 -0.109 0.576 0.16
H -2.516 -1.952 0.318 0.19
H 3.529 -1.544 0.327 0.25
```

Computed properties:
2S+1 = 1
gap between HOMO and LUMO = 10.18 eV
LUMO level = 1.07 eV
HOMO energy = -9.1 eV
structure (SMILES) = C#C[C@@H]1CN1N=C


ii) # C5H6N2

A single C5H6N2 molecule (ωB97M-V with the def2-TZVPD basis set, the Open Molecules 2025 dataset).

Geometry as XYZ:
```
13
Properties=species:S:1:pos:R:3:nbo_charge:R:1
N 3.586 -0.287 -0.196 -0.27
N -1.325 -0.664 -0.047 -0.84
C 2.486 -0.455 0.114 0.25
C 1.037 1.429 0.083 -0.01
C 0.081 -1.074 -0.250 -0.22
C 0.883 2.490 -0.401 -0.27
C 1.113 -0.270 0.524 -0.31
H 0.601 3.246 -1.089 0.24
H 0.286 -1.105 -1.326 0.22
H -1.664 -0.435 0.955 0.36
H -1.561 0.264 -0.470 0.36
H 0.066 -1.987 0.255 0.21
H 0.952 -0.384 1.668 0.27
```

Computed properties:
2S+1 = 1
gap between HOMO and LUMO = 10.75 eV
LUMO level = 0.66 eV
HOMO energy = -10.1 eV
structure (SMILES) = C#C[C@H](C#N)CN


iii) # C5H6N2

A single C5H6N2 molecule (ωB97M-V with the def2-TZVPD basis set, the Open Molecules 2025 dataset).

Geometry as XYZ:
```
13
Properties=species:S:1:pos:R:3:nbo_charge:R:1
N 1.753 0.286 0.601 -0.55
N -0.188 0.889 -0.808 -0.36
C 1.113 0.248 -0.647 0.04
C 2.234 0.728 1.582 0.32
C -0.869 -0.891 0.300 -0.44
C -0.967 0.643 0.450 -0.24
C -0.046 -0.605 -0.944 -0.08
H -0.145 -1.093 -1.911 0.21
H -1.828 -1.363 0.080 0.22
H -0.527 1.091 1.347 0.20
H -0.357 -1.446 1.091 0.22
H 1.802 0.479 -1.453 0.23
H -1.975 1.034 0.310 0.21
```

Computed properties:
2S+1 = 1
gap between HOMO and LUMO = 10.66 eV
LUMO level = 0.98 eV
HOMO energy = -9.7 eV


iv) # C5H6N2

C5H6N2 as an isolated structure (ωB97M-V with the def2-TZVPD basis set, the Open Molecules 2025 dataset).

Geometry as XYZ:
```
13
Properties=species:S:1:pos:R:3:nbo_charge:R:1
N 1.438 -0.034 0.069 -0.24
N 2.854 -0.581 0.381 -0.27
C -3.354 0.309 0.174 -0.75
C 3.466 0.630 -0.149 -0.05
C 0.675 -1.000 -0.264 0.00
C -0.709 -0.589 -0.232 -0.10
C -1.868 -0.202 -0.421 0.01
H -3.182 1.128 1.240 0.25
H -3.409 -0.854 0.917 0.28
H 0.943 -2.051 -0.184 0.21
H 4.481 0.681 -0.187 0.15
H 2.870 1.700 -0.634 0.21
H -4.204 0.864 -0.710 0.29
```

Computed properties:
2S+1 = 1
gap between HOMO and LUMO = 9.24 eV
LUMO level = -0.01 eV
HOMO energy = -9.2 eV


Energetically preferred structure: iii) | next structure: +0.0296 hartree